No. 1
An isolated molecule of C3H5N3. Source: OMol25; level of theory: ωB97M-V with the def2-TZVPD basis set.

ORCA input file:
```
! wB97M-V def2-TZVPD RIJCOSX def2/J DEFGRID3
* xyz 0 1
N -0.36 -1.74 0.70
N -0.15 -0.55 0.00
C 0.89 0.23 0.35
C 0.70 1.50 -0.05
C -0.34 1.21 -1.06
N -1.08 0.05 -0.69
H -1.07 -1.65 1.58
H -0.90 -2.62 0.02
H 1.56 -0.51 0.81
H 1.61 2.20 0.03
H -0.86 1.90 -1.68
*
```

The LUMO energy comes out at 0.91 eV. The value obtained for the frontier orbital gap is 9.85 eV. The SMILES is Nn1cccn1. Its HOMO energy is -8.948 eV. Its relative energy (zero: lowest compared OMol25 entry of this formula, charge and spin) is 97.22 kcal per mole.


No. 2
A 2-piece molecular cluster, C5H16N3 overall. Source: OMol25; level of theory: ωB97M-V with the def2-TZVPD basis set.

ORCA input file:
```
! wB97M-V def2-TZVPD RIJCOSX def2/J DEFGRID3
* xyz 1 1
N 0.51 -1.94 -2.20
C 0.56 -0.49 -2.52
C -0.35 0.06 -1.39
N 0.25 0.00 -0.10
C 0.87 1.11 0.56
C 0.10 2.50 0.54
N -1.21 -0.26 1.81
C -0.60 -1.04 2.97
H -0.78 0.01 0.85
H 0.74 -2.51 -2.89
H 0.78 -2.02 -1.27
H 1.55 0.08 -2.48
H 0.13 -0.37 -3.55
H -0.63 1.12 -1.76
H -1.16 -0.65 -1.38
H 0.80 3.25 0.73
H 0.99 0.97 1.68
H 1.93 1.18 0.19
H -0.11 2.63 -0.59
H -0.88 2.64 1.06
H -2.27 -0.15 2.01
H -0.79 -0.51 3.93
H 0.51 -1.15 2.89
H -1.09 -1.98 3.05
*
```

The LUMO energy comes out at -7.85 eV. The value obtained for the frontier orbital gap is 5.17 eV. Its HOMO energy is -13.020 eV. Its relative energy (zero: lowest compared OMol25 entry of this formula, charge and spin) is 192.14 kcal per mole.


No. 3
C22H12BBrCl3F4N3O7ScSe as an isolated structure. Source: OMol25; level of theory: ωB97M-V with the def2-TZVPD basis set.

ORCA input file:
```
! wB97M-V def2-TZVPD RIJCOSX def2/J DEFGRID3
* xyz -1 1
Sc -0.44 0.91 -0.29
Br 5.58 5.25 -0.10
C 4.03 4.24 -0.54
C 2.92 4.88 -1.10
C 1.80 4.15 -1.42
C 1.73 2.77 -1.18
O 0.62 2.11 -1.45
C 2.88 2.13 -0.66
C 2.93 0.68 -0.53
N 1.93 -0.04 -0.81
C 1.91 -1.44 -0.80
C 2.85 -2.28 -0.27
C 2.68 -3.68 -0.37
C 1.61 -4.22 -1.01
C 0.62 -3.37 -1.57
C -0.51 -3.85 -2.27
C -1.41 -2.96 -2.77
C -1.22 -1.59 -2.53
N -0.19 -1.10 -1.88
C 0.75 -1.98 -1.42
C 4.02 2.89 -0.33
H 2.96 5.94 -1.29
H 0.93 4.63 -1.85
H 3.90 0.24 -0.23
H 3.71 -1.88 0.25
H 3.43 -4.33 0.08
H 1.49 -5.30 -1.10
H -0.65 -4.92 -2.40
H -2.28 -3.29 -3.32
H -1.96 -0.87 -2.87
H 4.89 2.38 0.07
Cl 3.70 2.46 5.64
C 2.73 1.78 4.36
C 2.67 0.41 4.20
C 1.90 -0.13 3.18
Cl 1.83 -1.85 2.99
C 1.17 0.67 2.28
O 0.50 0.19 1.29
C 1.23 2.06 2.53
Cl 0.25 3.05 1.52
C 2.00 2.62 3.53
H 3.21 -0.24 4.87
H 2.03 3.69 3.66
O -2.16 -0.22 -0.32
Se -2.65 -0.26 1.25
O -4.11 -0.76 1.65
O -1.56 -1.71 1.88
O -1.95 0.96 2.03
F -1.85 2.42 -0.56
B -3.30 2.89 -0.59
F -4.04 1.97 0.15
F -3.28 4.15 -0.01
F -3.65 2.89 -1.93
O -2.42 -2.98 0.38
N -1.63 -2.90 1.26
*
```

The LUMO energy comes out at 1.46 eV. The value obtained for the frontier orbital gap is 7.27 eV. Its HOMO energy is -5.810 eV. Its relative energy (zero: lowest compared OMol25 entry of this formula, charge and spin) is 34.40 kcal per mole.


No. 4
C19H41AsBF4IrN3O3Si3 as an isolated structure. Source: OMol25; level of theory: ωB97M-V with the def2-TZVPD basis set.

ORCA input file:
```
! wB97M-V def2-TZVPD RIJCOSX def2/J DEFGRID3
* xyz 1 5
Ir -0.40 -0.42 -1.01
C -1.48 2.41 -2.72
O -1.85 1.29 -1.83
C -2.99 0.70 -2.38
C -3.49 -0.48 -1.56
O -2.48 -1.42 -1.24
C -2.39 -2.60 -2.10
C -1.92 -2.28 -3.49
O -0.78 -1.51 -3.33
C 0.18 -1.56 -4.39
H -2.31 3.09 -2.74
H -1.20 1.97 -3.71
H -0.71 3.00 -2.26
H -2.73 0.39 -3.40
H -3.83 1.39 -2.45
H -4.32 -0.98 -2.08
H -3.78 -0.15 -0.55
H -3.41 -3.03 -2.17
H -1.70 -3.28 -1.63
H -2.66 -1.75 -4.06
H -1.72 -3.23 -4.05
H 0.37 -2.65 -4.54
H 1.07 -1.06 -4.07
H -0.17 -1.14 -5.36
N 0.96 -2.26 -1.01
C 1.90 -2.86 -1.27
C 2.93 -3.68 -1.74
C 4.05 -4.00 -0.93
N 5.00 -4.31 -0.33
C 2.84 -4.09 -3.12
N 2.81 -4.42 -4.23
C 2.62 3.05 1.20
Si 2.32 1.24 1.64
C 2.59 1.28 3.47
C 3.59 0.01 0.91
As 0.16 0.53 1.22
Si -0.02 -1.36 2.66
C -0.21 -1.01 4.46
C 1.35 -2.58 2.48
C -1.55 -2.12 2.05
Si -1.16 2.38 1.91
C -0.62 3.00 3.57
C -1.37 3.67 0.58
C -2.87 1.74 2.28
H 3.66 3.21 1.42
H 2.06 3.71 1.88
H 2.36 3.29 0.19
H 3.54 1.80 3.54
H 2.76 0.32 3.96
H 1.95 1.91 4.08
H 4.52 0.50 0.89
H 3.38 -0.30 -0.10
H 3.66 -0.88 1.54
H 0.80 -1.03 4.86
H -0.80 -1.83 4.84
H -0.66 -0.06 4.71
H 2.21 -2.23 3.07
H 1.59 -2.86 1.47
H 0.91 -3.49 2.89
H -2.45 -1.56 2.20
H -1.64 -3.06 2.59
H -1.50 -2.37 0.97
H 0.32 3.52 3.58
H -0.62 2.21 4.29
H -1.39 3.70 3.90
H -2.07 3.25 -0.17
H -0.47 3.97 0.06
H -1.87 4.54 1.01
H -2.95 1.12 3.20
H -3.32 1.11 1.49
H -3.44 2.64 2.32
F 1.89 2.01 -4.04
B 1.85 1.65 -2.68
F 1.55 2.68 -1.74
F 2.94 0.92 -2.27
F 0.60 0.74 -2.62
*
```

The LUMO energy (spin up / spin down) comes out at -2.44 / -6.78 eV. The value obtained for the frontier orbital gap (spin up / spin down) is 8.68 / 5.24 eV. Its HOMO energy (spin up / spin down) is -11.120 / -12.023 eV. Its relative energy (zero: lowest compared OMol25 entry of this formula, charge and spin) is 2.74 kcal per mole.


No. 5
C24H26BN9Sm as an isolated structure. Source: OMol25; level of theory: ωB97M-V with the def2-TZVPD basis set.

ORCA input file:
```
! wB97M-V def2-TZVPD RIJCOSX def2/J DEFGRID3
* xyz 1 6
Sm -0.68 0.01 0.07
B -0.81 -1.86 2.90
N -0.84 -0.33 3.20
C -0.93 0.22 4.46
C -0.96 1.59 4.39
C -0.95 1.86 3.00
N -0.77 0.71 2.32
N -1.16 -2.11 1.44
C -1.07 -3.35 0.87
C -2.12 -3.57 0.00
C -2.85 -2.33 0.01
N -2.32 -1.47 0.89
H 0.40 -2.17 2.91
H -1.43 -2.40 3.76
H -0.91 -0.35 5.39
H -1.05 2.32 5.20
H -0.93 2.86 2.56
H -0.31 -4.05 1.17
H -2.41 -4.49 -0.55
H -3.74 -2.04 -0.55
N -1.31 0.05 -4.43
C -0.60 -1.12 -4.49
C -0.03 -1.30 -3.25
N -0.55 -0.32 -2.38
C -1.25 0.48 -3.15
H -1.81 0.50 -5.19
H -0.45 -1.69 -5.39
H 0.71 -2.06 -2.96
H -1.86 1.28 -2.75
C 4.05 -3.10 1.28
C 2.81 -3.36 0.71
C 2.03 -2.36 0.16
C 2.61 -1.01 0.19
C 3.92 -0.86 0.60
C 4.68 -1.91 1.08
N 1.74 0.01 -0.07
C 2.15 1.18 -0.66
C 3.11 1.23 -1.75
C 3.18 2.37 -2.51
C 2.34 3.47 -2.28
C 1.46 3.44 -1.21
C 1.37 2.34 -0.38
H 4.58 -3.97 1.78
H 2.39 -4.34 0.96
H 1.08 -2.51 -0.32
H 4.43 0.08 0.60
H 5.70 -1.68 1.31
H 3.65 0.31 -2.04
H 3.86 2.38 -3.35
H 2.39 4.38 -2.86
H 0.86 4.34 -0.93
H 0.71 2.23 0.44
N -3.65 1.34 0.29
C -4.39 2.44 0.56
C -3.76 3.47 -0.07
C -2.63 2.91 -0.70
N -2.56 1.60 -0.49
H -3.98 0.40 0.46
H -5.17 2.33 1.28
H -3.98 4.50 -0.18
H -2.00 3.47 -1.37
*
```

The LUMO energy (spin up / spin down) comes out at -3.34 / -2.58 eV. The value obtained for the frontier orbital gap (spin up / spin down) is 5.80 / 6.58 eV. Its HOMO energy (spin up / spin down) is -9.132 / -9.155 eV.


No. 6
An isolated ion of composition C5HN5O2 and charge +2. Source: OMol25; level of theory: ωB97M-V with the def2-TZVPD basis set.

ORCA input file:
```
! wB97M-V def2-TZVPD RIJCOSX def2/J DEFGRID3
* xyz 2 3
C -1.57 -1.10 -1.12
C -2.40 1.30 1.16
C -0.91 0.02 -0.54
C -1.76 1.18 -0.20
C 1.14 0.97 0.26
N -2.19 -2.02 -1.44
N -2.75 1.50 2.23
N 2.01 1.60 0.72
N 0.39 -0.01 -0.29
N -1.97 2.13 -1.00
O 2.72 2.39 1.19
O -2.22 3.14 -1.48
H 0.96 -0.81 -0.57
*
```

The LUMO energy (spin up / spin down) comes out at -13.08 / -13.81 eV. The value obtained for the frontier orbital gap (spin up / spin down) is 5.29 / 7.11 eV. Its HOMO energy (spin up / spin down) is -18.364 / -20.920 eV.


No. 7
A 2-piece molecular cluster, C36H33N4O overall. Source: OMol25; level of theory: ωB97M-V with the def2-TZVPD basis set.

ORCA input file:
```
! wB97M-V def2-TZVPD RIJCOSX def2/J DEFGRID3
* xyz 1 1
C -1.36 1.39 0.76
O -0.76 0.45 1.63
C -1.37 -0.83 1.56
C -2.83 -0.90 1.51
C -3.51 -1.64 0.53
C -4.89 -1.71 0.53
C -5.62 -1.03 1.49
C -4.97 -0.26 2.44
C -3.59 -0.19 2.44
C -0.55 -1.95 1.59
N -0.87 -3.33 1.61
C -2.16 -3.96 1.70
C -2.54 -4.87 0.72
C -3.78 -5.46 0.76
C -4.66 -5.16 1.79
C -4.27 -4.29 2.79
C -3.03 -3.70 2.76
N 0.23 -4.11 1.58
C 1.27 -3.31 1.63
C 2.65 -3.77 1.65
C 3.63 -3.12 2.40
C 4.93 -3.58 2.42
C 5.27 -4.70 1.69
C 4.31 -5.37 0.95
C 3.01 -4.92 0.94
N 0.85 -1.95 1.66
C 1.70 -0.79 1.57
C 2.08 -0.10 2.72
C 2.88 1.01 2.63
C 3.30 1.46 1.39
C 2.92 0.79 0.24
C 2.13 -0.33 0.33
H -0.73 2.27 0.68
H -1.48 0.95 -0.24
H -2.33 1.68 1.15
H -2.95 -2.15 -0.23
H -5.40 -2.28 -0.22
H -6.69 -1.09 1.50
H -5.54 0.28 3.18
H -3.08 0.40 3.19
H -1.84 -5.10 -0.06
H -4.07 -6.15 -0.02
H -5.63 -5.61 1.81
H -4.95 -4.08 3.60
H -2.72 -3.03 3.54
H 3.36 -2.26 2.98
H 5.67 -3.07 3.01
H 6.29 -5.05 1.69
H 4.58 -6.24 0.38
H 2.26 -5.43 0.37
H 1.73 -0.45 3.67
H 3.18 1.54 3.52
H 3.92 2.34 1.32
H 3.24 1.15 -0.72
H 1.81 -0.85 -0.55
C -1.12 6.80 1.40
N -1.11 6.01 2.64
C -1.75 6.57 3.81
C -1.03 7.36 4.71
C -1.65 7.89 5.83
C -2.99 7.64 6.07
C -3.71 6.86 5.19
C -3.11 6.33 4.07
C -0.50 4.80 2.66
H -1.64 7.74 1.57
H -0.10 7.03 1.08
H -1.63 6.27 0.61
H 0.01 7.54 4.53
H -1.08 8.48 6.52
H -3.46 8.05 6.95
H -4.75 6.66 5.38
H -3.66 5.72 3.38
H -0.49 4.23 3.57
H -0.01 4.41 1.80
*
```

The LUMO energy comes out at -5.09 eV. The value obtained for the frontier orbital gap is 3.05 eV. Its HOMO energy is -8.142 eV. Its relative energy (zero: lowest compared OMol25 entry of this formula, charge and spin) is 0.00 kcal per mole.


No. 8
C20H28N2RuSi as an isolated structure. Source: OMol25; level of theory: ωB97M-V with the def2-TZVPD basis set.

ORCA input file:
```
! wB97M-V def2-TZVPD RIJCOSX def2/J DEFGRID3
* xyz 2 5
C 0.10 -0.49 -1.63
C 1.33 -0.21 -0.92
C 1.30 -0.99 0.29
H 2.20 0.31 -1.31
C 0.06 -1.71 0.32
C -0.63 -1.44 -0.89
H -1.53 -1.95 -1.25
H -0.20 -0.02 -2.56
H 2.12 -1.09 0.99
H -0.29 -2.36 1.12
Ru 0.31 0.90 0.62
C 1.93 2.84 2.54
H 2.49 2.02 3.10
H 0.87 2.95 2.85
H 2.46 3.77 2.89
Si 2.07 2.49 0.49
C 1.51 3.49 -1.02
C 1.49 2.92 -2.30
H 1.71 1.86 -2.43
C 1.14 3.67 -3.43
H 1.10 3.18 -4.43
C 0.77 5.02 -3.28
H 0.49 5.61 -4.16
C 0.68 5.59 -2.00
H 0.27 6.61 -1.88
C 1.04 4.81 -0.88
H 0.91 5.24 0.11
C 3.79 1.89 0.10
C 4.62 2.33 -0.92
H 4.29 3.13 -1.59
C 5.86 1.73 -1.15
H 6.49 2.00 -1.97
C 6.31 0.68 -0.32
H 7.29 0.22 -0.47
C 5.46 0.24 0.70
H 5.75 -0.63 1.30
C 4.24 0.87 0.93
H 3.62 0.50 1.75
H 1.50 0.73 1.74
H 2.27 3.84 1.04
N -1.19 0.39 2.04
C -2.56 0.15 1.36
C -2.73 1.02 0.15
N -1.51 1.91 -0.02
H -1.24 1.14 2.73
H -0.87 -0.43 2.54
H -2.68 -0.91 1.12
H -3.29 0.42 2.13
H -2.91 0.42 -0.76
H -3.57 1.71 0.30
H -1.45 2.25 -0.96
H -1.62 2.77 0.53
*
```

The LUMO energy (spin up / spin down) comes out at -6.41 / -10.78 eV. The value obtained for the frontier orbital gap (spin up / spin down) is 6.55 / 3.03 eV. Its HOMO energy (spin up / spin down) is -12.964 / -13.809 eV. Its relative energy (zero: lowest compared OMol25 entry of this formula, charge and spin) is 97.26 kcal per mole.


No. 9
A 2-piece molecular cluster, C21H23F2 overall. Source: OMol25; level of theory: ωB97M-V with the def2-TZVPD basis set.

ORCA input file:
```
! wB97M-V def2-TZVPD RIJCOSX def2/J DEFGRID3
* xyz 1 1
C 0.87 -3.51 -1.76
C -0.24 -2.51 -1.80
C 0.07 -1.22 -1.86
C -1.62 -3.00 -1.78
C -2.71 -2.24 -1.74
C -4.06 -2.85 -1.73
H 0.48 -4.53 -1.78
H 1.53 -3.39 -2.62
H 1.46 -3.39 -0.85
H -0.68 -0.45 -1.90
H 1.09 -0.89 -1.88
H -1.75 -4.07 -1.80
H -2.62 -1.17 -1.70
H -4.86 -2.10 -1.73
H -4.20 -3.48 -2.60
H -4.20 -3.47 -0.84
C 2.78 5.15 -2.37
C 2.48 3.96 -1.55
C 1.28 3.92 -0.83
F 0.42 4.96 -0.92
C 0.98 2.83 -0.05
C 1.85 1.73 0.07
C 1.62 0.56 0.85
C 0.57 0.17 1.72
C -0.57 0.93 2.04
C -1.54 0.46 2.89
F -2.62 1.22 3.17
C -1.42 -0.80 3.48
C -2.49 -1.27 4.39
C -0.30 -1.57 3.18
C 0.67 -1.10 2.32
C 3.05 1.80 -0.67
C 3.35 2.88 -1.45
H 3.73 5.06 -2.89
H 2.00 5.30 -3.12
H 2.82 6.05 -1.75
H 0.03 2.85 0.44
H 2.42 -0.17 0.77
H -0.71 1.92 1.66
H -2.26 -2.26 4.80
H -2.62 -0.58 5.22
H -3.44 -1.34 3.86
H -0.20 -2.54 3.63
H 1.53 -1.71 2.11
H 3.74 0.97 -0.61
H 4.28 2.91 -2.00
*
```

The LUMO energy comes out at -5.88 eV. The value obtained for the frontier orbital gap is 4.81 eV. Its HOMO energy is -10.690 eV. Its relative energy (zero: lowest compared OMol25 entry of this formula, charge and spin) is 13.70 kcal per mole.


| no. | maximum force (eV/A) | calculated total energy (hartree) |
| --- | --- | --- |
| 1 | 5.2 | -281.43511 |
| 2 | 6.2 | -363.86916 |
| 3 | 1.5 | -9077.97464 |
| 4 | 2.1 | -4771.33425 |
| 5 | 3.2 | -2105.60788 |
| 6 | 6.4 | -614.22334 |
| 7 | 4.7 | -1685.56235 |
| 8 | 2.5 | -1271.92935 |
| 9 | 1.0 | -1013.43136 |